(1)
Molecular formula: C6H16FNSi
Method: DFT, ωB97M-V/def2-TZVPD

```
25
Properties=species:S:1:pos:R:3
C 0.604 -1.022 -2.610
C 2.639 0.030 -1.579
C 1.500 -1.967 -0.522
C -2.481 0.159 0.295
C -1.806 1.228 3.326
C 1.641 -1.044 -1.532
N 0.434 0.693 1.259
F -1.383 2.635 0.788
Si -1.321 1.057 1.443
H 0.127 -0.032 -2.688
H 1.072 -1.076 -3.658
H -0.296 -1.734 -2.625
H 2.116 0.996 -1.459
H 3.186 0.021 -2.531
H 3.484 0.188 -0.842
H 0.675 -0.039 0.442
H 0.672 -2.651 -0.592
H 1.997 -2.067 0.423
H -1.987 -0.711 -0.186
H -3.545 -0.090 0.446
H -2.487 0.802 -0.601
H -2.730 1.943 3.316
H -2.110 0.391 3.799
H -0.956 1.732 3.782
H 0.954 0.560 2.105
```

Properties
highest occupied orbital energy	-9.335	eV
ΔE to the lowest compared entry with this formula, charge and spin	37.1	kcal/mol
DFT total energy	-18568.1941	eV

=====

(2)
Molecular formula: C6H16I2N4
Method: DFT, ωB97M-V/def2-TZVPD

```
28
Properties=species:S:1:pos:R:3
C -0.128 -0.828 0.476
C 0.108 2.556 -1.153
C 1.657 1.753 0.667
C -1.573 -0.957 0.784
C -1.819 -2.212 1.505
C 0.833 1.358 -0.633
N 0.074 0.187 -0.581
N 0.275 -2.171 0.105
N -2.855 -2.948 1.237
N 2.045 1.090 -1.633
I -2.251 0.806 1.959
I 0.340 -2.712 -1.893
H 0.602 -0.647 1.374
H -0.836 2.555 -0.697
H -0.335 2.376 -2.105
H 0.510 3.533 -1.049
H 1.013 2.298 1.313
H 1.895 0.873 1.236
H 2.616 2.101 0.498
H -2.227 -1.029 -0.153
H -0.988 -2.612 2.283
H 1.262 -2.506 0.443
H -3.046 -3.753 1.900
H -3.385 -2.593 0.427
H -0.777 0.238 -1.250
H 2.598 0.652 -0.950
H 2.465 2.019 -1.624
H 1.926 0.573 -2.489
```

Properties
highest occupied orbital energy	-15.700	eV
ΔE to the lowest compared entry with this formula, charge and spin	0.0	kcal/mol
charge	+2
DFT total energy	-28624.7692	eV

=====

(3)
Molecular formula: C6H16MnO14S3
Method: DFT, ωB97M-V/def2-TZVPD

```
40
Properties=species:S:1:pos:R:3
Mn -0.130 0.762 0.771
S -2.702 1.329 0.579
O -1.856 0.712 -0.362
O -3.125 2.669 0.253
O -3.831 0.490 0.822
O -1.840 1.409 1.743
S 1.556 1.493 3.233
O 1.448 0.750 1.984
O 1.786 0.583 4.396
O 2.630 2.448 3.113
O 0.342 2.226 3.360
S 0.179 4.044 0.835
O 1.278 4.582 1.688
O 0.113 4.831 -0.407
O 0.344 2.672 0.536
O -1.076 4.173 1.501
C 0.247 -3.325 0.525
C -0.776 -2.220 0.467
C -2.206 -2.779 0.294
O -0.680 -1.421 1.608
H 1.241 -2.885 0.615
H 0.229 -3.899 -0.401
H 0.113 -3.981 1.385
H -0.499 -1.594 -0.381
H -2.400 -3.287 -0.651
H -2.987 -2.061 0.545
H -2.309 -3.577 1.029
H -0.709 -1.962 2.401
C 1.299 0.809 -3.445
C 0.850 -0.127 -2.316
C 1.488 -1.493 -2.576
O 1.052 0.413 -1.012
H 0.869 1.785 -3.220
H 0.988 0.350 -4.384
H 2.387 0.759 -3.399
H -0.234 -0.175 -2.211
H 2.569 -1.381 -2.492
H 1.241 -1.931 -3.542
H 1.352 -2.252 -1.806
H 1.759 1.060 -1.074
```

Properties
highest occupied orbital energy (spin up / spin down)	6.339 / 6.262	eV
2S+1	6
⟨S²⟩	8.76
charge	-4
DFT total energy	-98962.0025	eV

=====

(4)
Molecular formula: C6H16N
Method: DFT, ωB97M-V/def2-TZVPD

```
23
Properties=species:S:1:pos:R:3
C -2.552 -0.464 0.737
N -1.542 0.238 -0.099
C -1.426 1.705 0.137
H -2.530 -1.516 0.464
H -2.307 -0.285 1.809
H -3.580 -0.174 0.550
H -1.525 0.021 -1.095
H -0.644 -0.155 0.222
H -2.427 2.038 -0.092
H -0.610 2.099 -0.450
H -1.225 1.938 1.136
C 2.901 0.731 -0.553
C 1.481 0.216 -0.355
C 1.321 -1.314 -0.469
C 0.572 -2.117 0.346
H 3.515 0.177 -1.335
H 2.827 1.811 -0.829
H 3.466 0.603 0.329
H 0.845 0.749 -1.137
H 1.162 0.511 0.665
H 1.798 -1.803 -1.313
H 0.517 -3.176 0.125
H -0.037 -1.833 1.206
```

Properties
highest occupied orbital energy (spin up / spin down)	-2.839 / -9.873	eV
2S+1	2
⟨S²⟩	0.75
ΔE to the lowest compared entry with this formula, charge and spin	74.0	kcal/mol
DFT total energy	-7966.5675	eV

=====

(5)
Molecular formula: C6H16N
Method: DFT, ωB97M-V/def2-TZVPD

```
23
Properties=species:S:1:pos:R:3
C -0.990 1.556 1.694
C -1.940 0.772 1.223
N 0.414 1.131 1.781
H -1.169 2.583 1.971
H -2.956 1.131 1.233
H -1.723 -0.203 0.811
H 0.732 1.096 0.799
H 1.013 1.738 2.340
H 0.540 0.162 2.088
C -1.346 -0.576 -1.869
C 0.029 -0.196 -1.345
C 0.815 -1.276 -0.571
C 2.223 -0.849 -0.196
H -1.320 -1.076 -2.835
H -1.962 0.316 -2.001
H -1.922 -1.220 -1.197
H -0.066 0.707 -0.724
H 0.641 0.182 -2.168
H 0.782 -2.161 -1.204
H 0.285 -1.503 0.365
H 2.916 -0.906 -1.035
H 2.645 -1.530 0.552
H 2.360 0.121 0.288
```

Properties
highest occupied orbital energy	-15.037	eV
ΔE to the lowest compared entry with this formula, charge and spin	36.1	kcal/mol
charge	+1
DFT total energy	-7963.8687	eV

=====

(6)
Molecular formula: C6H16N
Method: DFT, ωB97M-V/def2-TZVPD

```
23
Properties=species:S:1:pos:R:3
C 0.880 0.079 2.511
C 0.749 0.172 1.017
C -0.673 -0.332 0.529
C -0.862 -1.837 0.861
C -0.891 -0.197 -0.921
C -1.198 1.132 -1.560
N 1.502 1.062 -2.419
H -0.017 0.345 3.107
H 1.047 -0.923 2.958
H 1.678 0.696 2.935
H 1.363 -0.556 0.472
H -1.385 0.267 1.109
H -1.135 -1.925 1.907
H -1.730 -2.199 0.306
H 0.023 -2.405 0.609
H 2.510 0.974 -2.455
H -1.096 -1.159 -1.378
H -1.261 1.138 -2.639
H -2.187 1.479 -1.201
H -0.393 1.746 -1.125
H 0.853 1.172 0.597
H 1.226 0.862 -3.385
H 0.998 0.411 -1.835
```

Properties
highest occupied orbital energy	-14.240	eV
ΔE to the lowest compared entry with this formula, charge and spin	74.9	kcal/mol
charge	+1
DFT total energy	-7962.1829	eV

=====

(7)
Molecular formula: C6H16N2
Method: DFT, ωB97M-V/def2-TZVPD

```
24
Properties=species:S:1:pos:R:3
C -1.228 -2.023 0.045
C -1.240 -3.190 1.062
C 0.087 -1.207 0.059
N -0.152 0.188 -0.286
C -0.193 0.354 -1.723
C 0.912 1.034 0.302
C 0.581 2.502 0.090
N 1.555 3.401 0.652
H -1.480 -2.418 -0.942
H -1.974 -1.296 0.376
H -1.680 -4.074 0.606
H -1.776 -2.939 1.970
H -0.238 -3.459 1.414
H 0.416 -1.224 1.095
H 0.859 -1.730 -0.529
H -0.577 -0.512 -2.266
H -0.780 1.225 -2.007
H 0.799 0.521 -2.194
H 0.936 0.797 1.356
H 1.874 0.788 -0.171
H -0.422 2.672 0.493
H 0.524 2.713 -0.974
H 1.847 4.116 -0.002
H 1.349 3.762 1.569
```

Properties
highest occupied orbital energy (spin up / spin down)	1.439 / -5.077	eV
2S+1	2
⟨S²⟩	0.75
ΔE to the lowest compared entry with this formula, charge and spin	16.6	kcal/mol
charge	-1
DFT total energy	-9459.5507	eV

=====

(8)
Molecular formula: C6H16N2
Method: DFT, ωB97M-V/def2-TZVPD

```
24
Properties=species:S:1:pos:R:3
C -1.133 -0.915 0.888
N -0.783 -0.109 2.040
C 0.405 -0.408 2.760
C 1.737 -0.206 2.075
C -1.171 -0.202 -0.476
C 0.128 0.342 -1.051
C -0.120 1.039 -2.417
N 0.605 0.414 -3.558
H -0.598 -1.858 0.839
H -2.175 -1.202 1.009
H -0.987 0.871 1.945
H 0.338 -1.433 3.108
H 0.312 0.192 3.658
H 2.305 -1.089 1.782
H 1.546 0.212 1.078
H 2.407 0.496 2.556
H -1.941 0.578 -0.396
H -1.657 -0.894 -1.165
H 0.808 -0.503 -1.171
H 0.566 1.066 -0.363
H -1.157 0.867 -2.667
H 0.078 2.105 -2.353
H 0.154 -0.480 -3.695
H 1.556 0.217 -3.275
```

Properties
highest occupied orbital energy	-8.303	eV
ΔE to the lowest compared entry with this formula, charge and spin	29.5	kcal/mol
DFT total energy	-9460.7955	eV